71
Properties=species:S:1:pos:R:3 method="wB97M-V/def2-TZVPD" charge=+1 energy_ev=-72294.4896 multiplicity=3 s_squared=2.061 relative_energy_kcal_mol=14.4
W 1.405 -1.388 -0.208
O 5.807 -2.230 3.774
C 5.042 -2.452 2.895
C 3.580 -2.950 3.052
O 3.149 -3.684 3.887
C 2.908 -2.351 1.867
C 3.834 -1.909 0.936
O 3.340 -1.212 -0.078
C 5.224 -2.063 1.401
O 6.256 -1.925 0.818
O 1.655 -1.992 1.676
C -1.474 1.208 -1.033
C -0.412 1.783 -0.090
C -0.355 3.305 -0.186
C -0.714 1.365 1.361
P 1.270 1.022 -0.435
C 2.434 1.878 0.653
C 2.788 1.269 1.860
C 3.680 1.890 2.719
C 4.227 3.118 2.377
C 3.861 3.737 1.190
C 2.963 3.127 0.330
C 1.868 1.096 -2.225
C 1.374 -0.258 -2.775
C 1.324 2.241 -3.072
C 3.402 1.124 -2.240
H -2.461 1.520 -0.689
H -1.458 0.118 -1.044
H -1.354 1.575 -2.052
H -1.341 3.699 0.065
H -0.107 3.651 -1.189
H 0.361 3.722 0.521
H -1.735 1.645 1.622
H -0.040 1.862 2.060
H -0.617 0.286 1.500
H 2.343 0.324 2.137
H 3.950 1.418 3.655
H 4.929 3.599 3.044
H 4.280 4.701 0.933
H 2.673 3.627 -0.586
H 0.295 -0.255 -2.932
H 1.667 -1.118 -2.092
H 1.869 -0.498 -3.717
H 0.238 2.246 -3.129
H 1.711 2.147 -4.089
H 1.659 3.202 -2.684
H 3.840 0.369 -1.592
H 3.782 2.094 -1.930
H 3.752 0.944 -3.258
O -7.297 0.329 2.011
S -7.060 -1.051 2.388
O -5.920 -1.244 3.251
O -8.224 -1.832 2.708
C -6.504 -1.718 0.720
N -7.417 -1.869 -0.240
C -6.968 -2.238 -1.436
C -5.612 -2.448 -1.681
C -4.746 -2.259 -0.612
N -5.205 -1.891 0.590
C -3.296 -2.353 -0.641
C -2.511 -2.526 -1.794
C -1.152 -2.403 -1.711
N -0.499 -2.118 -0.549
C -1.257 -2.137 0.597
C -2.615 -2.231 0.583
H -7.716 -2.360 -2.210
H -5.271 -2.748 -2.665
H -2.952 -2.726 -2.761
H -0.541 -2.511 -2.598
H -0.724 -2.086 1.539
H -3.188 -2.204 1.503